A 10-piece molecular cluster, C32H90N6O10 overall in a non-equilibrium geometry, computed with ωB97M-V with the def2-TZVPD basis set.

XYZ file:
```
138
Properties=species:S:1:pos:R:3
C 5.92445 -4.55194 1.23470
O 6.06703 -4.32174 -0.14891
C 5.95831 -2.96006 -0.51489
C 4.58477 -2.33671 -0.24203
C 3.39499 -3.21457 -0.61344
N 4.50535 -1.06889 -0.96385
H 6.78003 -4.19335 1.82001
H 5.83804 -5.63153 1.33393
H 5.06485 -4.07355 1.71490
H 6.73328 -2.31432 -0.07559
H 6.21239 -2.91437 -1.57561
H 4.45208 -2.29220 0.85049
H 2.45701 -2.67801 -0.46835
H 3.39303 -4.18365 -0.10663
H 3.40373 -3.57980 -1.64921
H 3.67678 -0.58705 -0.60684
H 5.26345 -0.51602 -0.55529
C -3.44240 6.16982 5.62966
O -3.66793 4.83528 5.26477
C -4.04874 4.56384 3.92287
C -4.43758 3.10202 3.75761
C -4.40486 2.70190 2.27850
N -5.72388 2.78562 4.33617
H -4.31137 6.72660 5.98966
H -3.02555 6.76809 4.80893
H -2.67903 6.09453 6.40209
H -4.88961 5.23906 3.69699
H -3.17441 4.90852 3.34648
H -3.62713 2.55531 4.24578
H -3.39336 2.88466 1.92159
H -5.14554 3.21027 1.65546
H -4.70351 1.65517 2.20391
H -6.49418 3.20783 3.82389
H -5.86513 3.17347 5.26489
C 2.81438 -2.09056 3.29426
O 2.91819 -0.77879 2.74432
C 3.87417 0.06475 3.35388
C 3.65790 1.51636 2.96258
C 4.75136 2.37877 3.58298
N 2.39252 1.96180 3.59726
H 3.73630 -2.63092 3.05066
H 1.99303 -2.55805 2.75362
H 2.67151 -1.97775 4.37212
H 3.86382 -0.11903 4.43779
H 4.91660 -0.20030 3.10859
H 3.57275 1.54237 1.86942
H 4.91464 2.06035 4.61198
H 4.53611 3.44654 3.57471
H 5.70715 2.29375 3.05364
H 1.68795 1.25064 3.41605
H 2.01895 2.69213 2.98669
C -5.06793 2.23488 -5.82381
O -3.87750 2.97175 -5.66178
C -3.14715 2.48843 -4.56596
C -1.84716 3.26276 -4.45371
C -1.03462 3.03625 -3.17075
N -2.06272 4.71046 -4.48643
H -5.52934 2.49747 -6.78302
H -5.81388 2.47424 -5.06610
H -4.87446 1.16967 -5.98162
H -3.68305 2.46171 -3.60528
H -2.88402 1.42612 -4.70197
H -1.21691 2.93063 -5.28390
H -1.53061 3.48227 -2.29897
H -0.08502 3.56559 -3.22904
H -0.91182 2.00569 -2.82927
H -2.90444 4.94831 -5.00353
H -2.23250 5.10917 -3.57101
C -0.25186 -2.28236 -2.53066
O -0.60738 -3.57704 -3.00452
C 0.51659 -4.39664 -3.28443
C 0.14783 -5.51433 -4.26918
C 1.40719 -6.33664 -4.55918
N -0.39393 -5.00523 -5.51745
H -1.11630 -1.64207 -2.40663
H 0.41113 -1.76755 -3.24302
H 0.46572 -2.46402 -1.72257
H 1.34882 -3.81053 -3.69281
H 0.77572 -4.84309 -2.31465
H -0.67673 -6.06822 -3.81072
H 2.07605 -5.63369 -5.06185
H 1.19646 -7.18386 -5.20602
H 1.87818 -6.69744 -3.64563
H -1.27071 -4.52158 -5.39713
H 0.29263 -4.40584 -5.96292
C 1.64298 -5.84805 3.27405
O 1.05533 -5.08017 2.26085
C -0.32529 -4.87768 2.37520
C -0.83917 -3.95128 1.31165
C -2.23635 -3.38259 1.51762
N -0.75259 -4.59204 -0.01119
H 1.15720 -5.73535 4.24987
H 2.64281 -5.45820 3.50227
H 1.75890 -6.88413 2.94851
H -0.89933 -5.81551 2.34301
H -0.64074 -4.44480 3.33719
H -0.19245 -3.05678 1.25494
H -2.54679 -2.87922 0.60012
H -2.35308 -2.63007 2.30507
H -3.02897 -4.09805 1.75844
H -0.74740 -3.96826 -0.80979
H 0.16895 -5.02111 0.06625
C 3.17506 2.57079 -1.83838
C 3.63455 4.02624 -1.98424
O 4.42373 4.26996 -3.11178
H 4.02827 1.89103 -1.78769
H 2.63013 2.26379 -2.73454
H 2.56439 2.44546 -0.94417
H 4.14867 4.34431 -1.07277
H 2.75685 4.69556 -2.01620
H 3.98569 3.94132 -3.90187
C -0.84683 6.17415 1.33668
C -0.99576 4.85555 0.61830
O -0.08702 3.91765 1.17328
H -1.14257 6.04649 2.38650
H -1.56688 6.94686 1.06227
H 0.19972 6.46978 1.41438
H -0.93105 4.89255 -0.47330
H -2.03025 4.52566 0.74601
H 0.81909 4.20224 1.02281
C -0.90272 0.41923 0.17806
C 0.48141 0.65370 0.76139
O 1.34720 -0.38805 0.29991
H -1.04369 0.20356 -0.87869
H -1.44435 1.31159 0.50887
H -1.32471 -0.46933 0.65657
H 0.43536 0.58530 1.84785
H 0.94218 1.61641 0.52388
H 1.81847 -0.74154 1.07761
C -4.73132 -1.06401 -0.45966
C -5.86068 -0.33153 -1.17779
O -5.36980 -0.15306 -2.51657
H -4.81802 -1.13902 0.62999
H -3.76377 -0.61842 -0.68522
H -4.65023 -2.10547 -0.78800
H -6.07835 0.65942 -0.77788
H -6.83140 -0.83662 -1.16548
H -5.03433 -0.99978 -2.82185
```

## Properties
**Molar mass**: 719.104 g/mol
**HOMO**: -8.98 eV
**E_tot**: -64053.642 eV
**E_LUMO**: 0.338 eV
**Kohn-Sham gap**: 9.32 eV